[1]
46
Properties=species:S:1:pos:R:3 method="wB97M-V/def2-TZVPD" smiles="COc1ccc(/C=C/C(=O)N[C@H](C)CCc2ccccc2)cc1" total_charge=0 e_lumo_ev=0.415 spin_multiplicity=1 e_above_lowest_ev=0.9287
C 2.752 5.671 4.110
H 2.876 6.523 4.776
O 1.479 5.144 4.398
C 1.047 4.062 3.701
C 1.771 3.405 2.711
C 1.223 2.310 2.071
C -0.051 1.837 2.383
C -0.766 2.506 3.382
C -0.229 3.594 4.028
H -0.777 4.110 4.800
H -1.752 2.166 3.658
C -0.569 0.684 1.670
C -1.803 0.176 1.756
C -2.303 -0.958 0.946
O -3.460 -1.022 0.571
N -1.383 -1.910 0.654
H -0.451 -1.828 1.025
C -1.648 -3.035 -0.216
C -1.383 -4.345 0.524
H -1.643 -5.192 -0.105
H -1.979 -4.390 1.431
H -0.331 -4.424 0.793
C -0.792 -2.928 -1.484
H -0.942 -3.820 -2.094
C -1.141 -1.683 -2.308
C -0.192 -1.538 -3.462
C 0.959 -0.771 -3.339
C 1.856 -0.667 -4.388
C 1.614 -1.334 -5.576
C 0.470 -2.103 -5.709
C -0.424 -2.204 -4.659
H -1.318 -2.802 -4.769
H 0.275 -2.624 -6.635
H 2.313 -1.254 -6.396
H 2.746 -0.063 -4.278
H 1.150 -0.243 -2.415
H -2.167 -1.771 -2.670
H -1.086 -0.800 -1.668
H 0.264 -2.892 -1.202
H -2.709 -2.963 -0.478
H -2.564 0.644 2.362
H 0.142 0.233 0.986
H 1.800 1.813 1.304
H 2.760 3.735 2.431
H 3.544 4.940 4.307
H 2.820 6.011 3.072



[2]
129
Properties=species:S:1:pos:R:3 method="wB97M-V/def2-TZVPD" total_charge=0 e_lumo_ev="-0.532 / -0.573" spin_multiplicity=2
C -2.174 -3.008 -2.619
C -1.905 -3.041 -4.112
O -2.156 -2.118 -4.857
N -1.028 -4.157 -4.698
H -0.125 -4.130 -4.246
H -1.351 -5.086 -4.466
C -0.800 -4.274 -6.168
H -2.607 -3.969 -2.344
H -2.977 -2.280 -2.500
H -1.302 -2.774 -2.009
H -0.124 -5.066 -6.490
H -0.289 -3.319 -6.290
H -1.786 -4.354 -6.625
C 1.052 0.081 -4.414
C 2.065 0.655 -5.448
O 3.231 0.296 -5.596
N 1.365 1.515 -6.477
H 1.392 0.932 -7.302
H 0.366 1.543 -6.330
C 2.012 2.962 -6.773
H 0.149 -0.294 -4.895
H 0.943 0.878 -3.678
H 1.489 -0.689 -3.778
H 2.148 3.487 -5.828
H 1.313 3.531 -7.385
H 2.990 2.798 -7.227
C -4.413 -0.239 -4.196
C -5.535 -1.049 -3.624
O -5.498 -1.561 -2.508
N -6.831 -1.108 -4.465
H -6.880 -0.258 -5.008
H -6.591 -1.727 -5.226
C -8.070 -1.494 -3.577
H -3.381 -0.344 -3.859
H -4.403 0.839 -4.040
H -4.327 -0.438 -5.264
H -7.970 -2.540 -3.289
H -9.019 -1.371 -4.100
H -8.034 -0.856 -2.694
C -1.527 2.281 -2.449
C -1.071 0.974 -1.822
O -1.328 -0.112 -2.314
N -0.508 1.048 -0.445
H -0.830 1.902 -0.012
H -1.000 0.293 0.010
C 1.029 1.059 -0.583
H -2.197 2.678 -1.686
H -2.085 2.108 -3.369
H -0.726 3.018 -2.508
H 1.323 0.473 -1.454
H 1.319 0.551 0.337
H 1.449 2.064 -0.611
C 0.782 1.292 8.300
C 0.173 2.450 7.464
N -0.248 2.022 6.129
C 0.562 1.717 5.067
C -0.219 1.490 3.990
N -1.551 1.501 4.393
C -1.548 1.750 5.732
C -2.721 1.403 3.468
H 0.054 0.498 8.465
H 1.064 1.547 9.322
H 1.705 0.955 7.830
H 0.841 3.309 7.404
H -0.644 2.926 8.006
H 1.632 1.855 5.089
H 0.071 1.389 2.954
H -2.432 1.741 6.352
H -3.565 1.958 3.877
H -3.063 0.376 3.590
H -2.477 1.655 2.435
C -0.370 -3.584 7.056
C -0.500 -2.229 6.287
N 0.628 -1.911 5.404
C 1.904 -1.505 5.851
C 2.673 -1.486 4.694
N 1.897 -1.831 3.611
C 0.659 -1.997 4.056
C 2.373 -1.933 2.246
H -0.440 -4.477 6.434
H -1.254 -3.600 7.693
H 0.515 -3.545 7.691
H -0.531 -1.398 6.993
H -1.449 -2.093 5.768
H 2.158 -1.377 6.893
H 3.722 -1.238 4.757
H -0.159 -2.264 3.403
H 3.346 -1.471 2.074
H 1.621 -1.652 1.508
H 2.624 -2.987 2.125
C 6.438 -2.916 -0.553
C 4.926 -2.575 -0.791
N 4.901 -1.194 -1.320
C 4.536 -0.734 -2.562
C 4.538 0.657 -2.724
N 4.900 1.111 -1.432
C 5.102 0.001 -0.601
C 4.866 2.495 -0.885
H 6.796 -3.384 -1.469
H 6.587 -3.660 0.230
H 6.970 -2.017 -0.240
H 4.428 -2.558 0.179
H 4.269 -3.189 -1.407
H 4.276 -1.431 -3.345
H 4.331 1.362 -3.515
H 5.456 0.076 0.416
H 5.718 2.692 -0.234
H 3.994 2.565 -0.235
H 4.733 3.237 -1.673
Cl -1.605 -1.634 1.122
Cl -1.231 3.840 0.885
Cl -1.852 2.217 -6.092
Cl 2.130 3.696 -2.922
C 3.535 4.310 3.591
F 4.578 4.870 4.126
F 2.472 4.517 4.443
F 3.101 4.903 2.424
S 3.740 2.426 3.286
O 4.860 2.220 2.371
O 3.977 1.830 4.654
O 2.528 2.035 2.556
C -5.086 1.385 -0.730
F -4.402 2.201 0.079
F -5.519 2.207 -1.719
F -4.279 0.478 -1.128
S -6.570 0.714 0.335
O -6.022 0.194 1.605
O -7.483 1.815 0.588
O -7.253 -0.331 -0.415



[3]
101
Properties=species:S:1:pos:R:3 method="wB97M-V/def2-TZVPD" total_charge=-2 e_lumo_ev=3.360 spin_multiplicity=1 e_above_lowest_ev=1.3895
K 1.482 0.075 0.288
Cl 6.274 -5.412 -0.170
C 5.592 -3.899 -0.542
C 4.953 -3.277 0.518
C 4.273 -2.078 0.339
N 3.649 -1.329 1.296
C 3.674 -1.675 2.564
O 4.231 -2.640 3.135
C 3.134 -0.643 3.554
C 3.458 -0.890 4.957
C 2.870 -0.053 5.874
C 2.011 0.906 5.445
C 1.808 1.184 4.110
N 2.376 0.366 3.187
C 4.326 -1.494 -0.960
C 4.831 -2.273 -2.087
C 5.594 -3.379 -1.887
Cl 6.520 -4.039 -3.154
N 3.808 -0.242 -1.051
C 4.366 0.611 -1.860
O 5.048 0.359 -2.865
C 4.151 2.041 -1.430
C 4.867 3.003 -2.126
C 4.849 4.323 -1.725
C 4.128 4.681 -0.595
C 3.397 3.648 0.025
N 3.263 2.430 -0.478
H 4.939 -3.731 1.527
H 4.160 -1.676 5.144
H 3.120 -0.118 6.913
H 1.374 1.490 6.153
H 1.189 2.049 3.769
H 4.586 -1.861 -3.079
H 5.314 2.740 -3.055
H 5.521 5.028 -2.232
H 4.300 5.512 0.061
H 2.885 3.907 0.987
C -3.246 6.414 -2.114
Ge -3.378 6.031 -0.188
C -3.568 7.461 1.201
C -4.911 4.793 0.168
C -1.856 4.837 0.162
Se -0.941 4.258 -1.487
C -1.976 2.784 -2.252
H -3.444 5.448 -2.542
H -2.160 6.620 -2.353
H -3.947 7.201 -2.418
H -4.582 7.875 1.208
H -2.877 8.338 0.983
H -3.275 7.098 2.216
H -5.693 5.380 0.639
H -4.605 3.883 0.721
H -5.284 4.355 -0.756
H -2.270 3.999 0.746
H -1.095 5.364 0.786
H -2.695 3.236 -2.951
H -2.419 2.085 -1.503
H -1.208 2.184 -2.781
C -3.377 -1.485 4.377
C -3.284 -1.132 2.899
C -4.322 -0.515 2.265
C -4.294 -0.373 0.851
C -5.520 0.043 0.118
C -3.182 -0.752 0.122
C -2.000 -1.288 0.739
C -2.190 -1.495 2.139
N -0.859 -1.468 0.085
C -0.832 -2.598 -0.965
C -0.833 -3.950 -0.201
C -0.692 -5.141 -1.173
C 0.689 -5.057 -1.817
C 0.763 -3.713 -2.631
C -0.380 -3.714 -3.684
C -1.697 -3.750 -3.000
C -1.785 -5.042 -2.220
C -1.919 -2.591 -1.992
C 0.562 -2.542 -1.644
H -2.438 -1.938 4.801
H -4.184 -2.209 4.504
H -3.610 -0.581 4.954
H -5.183 -0.225 2.834
H -5.352 0.861 -0.580
H -6.305 0.319 0.802
H -5.828 -0.751 -0.494
H -3.201 -0.662 -0.955
H -1.350 -2.005 2.546
H -1.735 -4.103 0.432
H 0.033 -3.884 0.504
H -0.740 -6.116 -0.715
H 0.786 -5.881 -2.524
H 1.490 -5.094 -1.052
H 1.761 -3.701 -3.060
H -0.184 -4.537 -4.422
H -0.312 -2.790 -4.297
H -2.398 -3.705 -3.832
H -1.664 -5.919 -2.862
H -2.758 -5.132 -1.735
H -2.841 -2.703 -1.524
H -1.930 -1.719 -2.636
H 0.796 -1.615 -2.208
H 1.408 -2.635 -0.785



[4]
50
Properties=species:S:1:pos:R:3 method="wB97M-V/def2-TZVPD" total_charge=+2 e_lumo_ev="-7.635 / -7.276" spin_multiplicity=2 e_above_lowest_ev=0.0000
Mn -0.274 1.015 1.079
Cl 0.709 0.843 3.206
C 2.375 0.517 2.737
C 3.274 0.257 3.746
C 4.588 -0.012 3.390
C 4.973 -0.018 2.062
C 4.045 0.248 1.067
Cl 4.537 0.246 -0.579
C 2.711 0.522 1.386
S 1.578 0.938 0.105
H 2.965 0.266 4.782
H 5.318 -0.217 4.160
H 5.997 -0.228 1.784
C -1.278 -3.363 -0.994
C -2.122 -2.328 -0.280
C -3.600 -2.567 -0.481
O -1.801 -1.002 -0.938
B -0.946 -0.434 -0.118
O -0.645 -1.013 1.075
C -1.712 -2.100 1.228
C -2.795 -1.502 2.097
C -1.038 -3.278 1.882
H -1.545 -3.371 -2.049
H -1.471 -4.356 -0.589
H -0.212 -3.150 -0.902
H -3.803 -2.696 -1.543
H -4.201 -1.741 -0.107
H -3.898 -3.483 0.031
H -3.218 -0.597 1.654
H -2.387 -1.272 3.081
H -3.607 -2.215 2.232
H -0.155 -3.595 1.333
H -1.736 -4.115 1.935
H -0.753 -3.018 2.901
C -1.843 1.450 -3.335
N -0.650 2.255 -3.064
C 0.237 2.698 -4.013
C 1.138 3.488 -3.380
N 0.789 3.516 -2.053
C 1.446 4.326 -1.026
C -0.297 2.750 -1.872
Se -1.272 2.568 -0.257
H -1.743 1.009 -4.322
H -2.732 2.078 -3.312
H -1.935 0.657 -2.598
H 0.150 2.419 -5.049
H 1.988 4.029 -3.758
H 2.381 4.702 -1.432
H 1.656 3.710 -0.156
H 0.812 5.164 -0.746



[5]
68
Properties=species:S:1:pos:R:3 method="wB97M-V/def2-TZVPD" total_charge=+2 e_lumo_ev=-6.963 spin_multiplicity=1 e_above_lowest_ev=0.2275
N 0.279 -1.793 -3.828
H -0.722 -1.870 -3.937
H 0.430 -1.781 -2.829
H 0.485 -0.839 -4.086
H 0.835 -2.445 -4.363
N -1.455 1.146 -1.867
H -1.960 1.529 -1.082
H -1.307 1.787 -2.633
H -1.914 0.327 -2.239
H -0.578 0.726 -1.592
N -1.973 -2.686 -0.490
H -2.750 -2.578 -1.127
H -2.238 -2.023 0.224
H -1.064 -2.368 -0.795
H -1.898 -3.627 -0.131
C 1.065 -0.687 -0.049
O 0.311 -1.311 -1.091
H 1.153 0.372 -0.291
H 0.640 -0.896 0.933
H 2.077 -1.082 0.042
C 0.588 -5.209 1.327
C 1.065 -4.514 0.033
C 2.356 -5.004 -0.438
O 2.247 -5.120 -1.794
C 0.979 -4.782 -2.187
O 0.580 -4.582 -3.331
O 0.213 -4.747 -1.070
H 0.219 -6.230 1.233
H -0.134 -4.560 1.823
H 1.432 -5.358 2.001
H 1.087 -3.432 0.166
H 2.533 -5.996 -0.023
H 3.120 -4.267 -0.192
C 3.625 2.077 -1.265
C 3.219 3.055 -2.335
C 1.763 3.347 -2.329
O 1.739 4.674 -2.715
C 2.922 5.211 -2.537
O 3.103 6.452 -2.681
O 3.773 4.278 -2.024
H 3.326 1.113 -1.678
H 3.169 2.067 -0.275
H 4.688 2.080 -1.026
H 3.663 2.799 -3.297
H 1.363 3.006 -1.374
H 1.219 2.762 -3.071
C -0.742 0.229 3.430
C -1.937 0.293 4.410
O -2.603 -0.899 4.212
S -1.649 -2.141 3.590
O -2.264 -2.516 2.280
O -1.275 -3.179 4.563
O -0.359 -1.106 3.442
H -0.007 0.968 3.751
H -1.138 0.422 2.433
H -2.572 1.164 4.251
H -1.599 0.317 5.446
C -3.528 4.719 1.359
C -2.909 4.311 2.723
O -1.843 3.435 2.417
S -1.133 3.852 0.982
O -0.462 2.702 0.343
O -0.445 5.137 1.197
O -2.646 4.203 0.369
H -3.493 5.808 1.366
H -4.457 4.177 1.182
H -3.647 3.842 3.373
H -2.567 5.243 3.172



Listing electronic energy for the structures above in their given order: -981.152323, -5794.311008, -8014.080609, -5816.919554, -2604.872850 Eh.